# 1
{"formula": "C4H10N2O", "method": "ωB97M-V/def2-TZVPD", "symbols": ["C", "H", "H", "C", "H", "N", "H", "H", "H", "C", "C", "H", "H", "H", "O", "N", "H"], "positions_angstrom": [[0.317, 1.536, 0.384], [0.782, -0.349, -1.422], [2.416, -0.153, 0.439], [-0.923, -1.481, -0.663], [-1.556, 0.817, -0.182], [-0.658, 1.050, -0.598], [-0.206, 2.355, 0.888], [1.110, 2.029, -0.186], [-0.303, -1.961, 0.119], [0.816, 0.551, 1.457], [-0.292, -0.247, -1.279], [-0.743, -0.049, -2.242], [2.863, 0.874, 1.629], [0.249, -0.357, 1.309], [-2.029, -1.826, -0.994], [2.214, 0.141, 1.387], [0.527, 0.847, 2.463]], "forces_ev_per_a": [[-0.97, 0.80, 0.25], [0.13, 0.06, 0.23], [0.18, 0.02, 0.10], [0.17, 0.89, -0.43], [0.03, 0.62, 0.29], [0.50, -1.55, 0.34], [0.10, 0.08, 0.00], [0.27, -0.35, 0.19], [-0.41, -0.44, 0.01], [0.09, -0.41, -0.52], [-0.38, 1.35, -0.52], [0.01, -0.80, -0.55], [-0.02, 0.19, -0.01], [-0.26, -0.34, 0.02], [0.27, -0.37, 0.46], [-0.10, -0.10, 0.07], [0.37, 0.34, 0.07]], "nbo_charge": [-0.25, 0.19, 0.35, 0.41, 0.35, -0.59, 0.20, 0.19, 0.11, -0.25, -0.36, 0.23, 0.36, 0.18, -0.50, -0.83, 0.20], "orbital_gap_ev": 9.84, "e_above_lowest_ev": 2.539, "smiles": "NCCNCC=O"}



# 2
{"formula": "C4H10N2O", "method": "ωB97M-V/def2-TZVPD", "symbols": ["H", "C", "H", "N", "C", "C", "H", "H", "H", "N", "C", "H", "H", "H", "H", "H", "O"], "positions_angstrom": [[-2.163, 0.760, -0.821], [0.076, -1.854, 0.222], [-0.736, -1.164, 0.203], [-2.014, 1.288, 0.080], [-1.242, 1.702, -1.157], [1.365, 0.094, 1.048], [0.278, -2.244, 1.225], [-0.044, -2.590, -0.574], [2.240, -1.535, -0.052], [0.306, 0.639, 1.643], [1.336, -0.911, -0.053], [-1.384, 2.774, -1.321], [2.369, 0.501, 1.293], [0.370, 1.044, 0.568], [-1.327, 0.880, 0.791], [1.113, -0.591, -1.070], [-0.543, 1.208, -2.027]], "forces_ev_per_a": [[-2.66, -3.40, 2.13], [2.00, 0.81, 0.00], [-0.90, -0.04, 0.30], [2.11, 0.41, -2.87], [2.22, 4.89, -0.04], [0.05, 1.62, 0.47], [-0.75, -0.43, -0.32], [0.14, -0.13, 0.34], [0.02, 0.49, -0.05], [2.00, 0.31, -2.15], [-1.46, -2.30, -0.27], [-0.61, 0.36, 0.10], [0.04, -0.80, 0.56], [-1.03, -0.44, 1.20], [-1.03, -0.63, -1.27], [0.59, 0.84, 0.04], [-0.74, -1.56, 1.83]], "nbo_charge": [0.37, -0.58, 0.21, -0.86, 0.45, 0.23, 0.21, 0.21, 0.22, -0.76, -0.54, 0.11, 0.16, 0.40, 0.42, 0.27, -0.54], "orbital_gap_ev": 8.89, "e_above_lowest_ev": 7.630}



# 3
{"formula": "C4H10N2O", "method": "ωB97M-V/def2-TZVPD", "symbols": ["H", "H", "O", "H", "C", "C", "H", "H", "N", "H", "H", "H", "C", "N", "C", "H", "H"], "positions_angstrom": [[-0.277, 1.940, -1.424], [1.677, -0.712, 2.091], [-0.635, -0.365, 3.237], [-1.728, 0.700, -2.510], [-0.355, 0.919, -1.026], [0.818, -0.866, 1.432], [1.645, 1.052, -0.417], [1.437, -0.059, -1.784], [-1.137, 0.091, -1.957], [0.620, -1.807, -0.277], [-1.748, -0.595, -1.528], [-1.330, -0.822, 1.381], [-0.456, -0.638, 2.059], [1.007, -0.924, 0.020], [1.015, 0.250, -0.826], [0.198, 0.921, 1.524], [-0.753, 0.917, 0.004]], "forces_ev_per_a": [[0.11, -0.33, 0.27], [0.08, -0.36, -0.14], [-0.10, -0.78, 0.12], [-0.07, -0.24, -0.02], [0.27, -1.55, 0.13], [0.99, 5.09, -1.33], [0.36, -0.64, 0.30], [-0.10, 0.18, -0.01], [-0.38, 0.55, -0.29], [-0.21, 0.43, -1.02], [0.17, 0.17, 0.23], [0.19, 0.13, 0.04], [-2.02, 0.06, 1.07], [-0.02, -1.42, 2.09], [0.04, 0.95, -0.71], [1.15, -2.82, -0.29], [-0.45, 0.60, -0.43]], "nbo_charge": [0.20, 0.20, -0.64, 0.36, -0.24, 0.02, 0.20, 0.22, -0.86, 0.39, 0.36, 0.11, 0.22, -0.69, -0.21, 0.18, 0.18], "orbital_gap_ev": 7.99, "e_above_lowest_ev": 5.877}



# 4
{"formula": "C4H10N2O", "method": "ωB97M-V/def2-TZVPD", "symbols": ["H", "H", "N", "H", "H", "H", "N", "C", "C", "H", "H", "C", "H", "H", "C", "H", "O"], "positions_angstrom": [[1.045, 1.107, -0.655], [1.308, -1.731, 1.863], [-0.206, -0.829, 0.778], [2.301, -3.015, 0.158], [1.871, -0.452, 0.857], [2.042, -1.808, -1.042], [-0.540, 2.605, -0.660], [1.151, -1.281, 0.881], [-0.713, 0.204, 0.010], [-0.895, -1.322, 1.319], [0.732, -2.828, -0.647], [0.161, 1.445, -0.102], [0.517, 1.702, 0.895], [-1.520, 2.339, -0.718], [1.569, -2.291, -0.184], [-0.276, 2.655, -1.635], [-1.821, 0.134, -0.470]], "forces_ev_per_a": [[0.00, 0.53, -0.22], [-0.26, 0.04, 0.04], [-0.38, 0.46, 0.16], [0.02, -0.11, 0.32], [-0.32, 0.08, 0.02], [0.03, 0.25, 0.04], [0.35, -0.75, -0.54], [0.95, -0.09, 0.33], [0.31, -0.41, 0.42], [-0.16, -0.36, -0.44], [-0.03, 0.02, 0.55], [-0.06, -0.15, 0.12], [0.03, -0.18, 0.16], [-0.13, 0.06, 0.19], [-0.06, -0.08, -1.15], [0.06, 0.34, -0.16], [-0.37, 0.36, 0.17]], "nbo_charge": [0.21, 0.20, -0.65, 0.21, 0.20, 0.20, -0.81, -0.22, 0.68, 0.40, 0.22, -0.33, 0.21, 0.38, -0.63, 0.35, -0.60], "orbital_gap_ev": 10.47, "e_above_lowest_ev": 1.205, "smiles": "CCNC(=O)CN"}



# 5
{"formula": "C4H10N2O", "method": "ωB97M-V/def2-TZVPD", "symbols": ["H", "C", "C", "H", "C", "C", "H", "O", "H", "H", "H", "N", "H", "H", "N", "H", "H"], "positions_angstrom": [[-2.173, -0.048, 0.669], [-1.235, -0.596, -1.193], [2.369, -0.750, 0.796], [-0.104, 1.774, -1.215], [-0.264, 0.912, 0.621], [-1.173, -0.259, 0.295], [-1.703, 0.209, -1.759], [3.225, 0.013, 1.035], [-0.232, -0.788, -1.576], [-0.439, 1.258, 1.642], [-1.827, -1.497, -1.342], [-0.389, 2.015, -0.273], [1.972, -2.658, 0.255], [-0.728, -1.125, 0.819], [1.709, -1.732, 0.523], [0.855, 0.450, 0.664], [0.136, 2.822, 0.039]], "forces_ev_per_a": [[-0.09, -0.13, 0.08], [-0.02, 0.02, 0.25], [2.08, -2.46, -0.51], [0.02, 0.11, 0.11], [2.35, -1.24, 0.54], [0.36, -0.32, 0.06], [0.06, -0.01, -0.08], [-1.11, 0.64, 0.12], [0.02, 0.03, -0.13], [-0.06, -0.03, -0.04], [-0.02, -0.03, -0.07], [-0.15, 0.56, -0.38], [0.30, 0.00, 0.02], [-0.58, 0.30, -0.05], [-0.78, 1.36, 0.36], [-2.36, 1.33, -0.18], [-0.01, -0.12, -0.12]], "nbo_charge": [0.20, -0.62, 0.85, 0.36, -0.16, -0.41, 0.21, -0.51, 0.20, 0.19, 0.21, -0.84, 0.43, 0.22, -0.81, 0.11, 0.37], "orbital_gap_ev": 9.63, "e_above_lowest_ev": 1.864, "smiles": "N=C=O.CCCN"}



# 6
{"formula": "C4H10N2O", "method": "ωB97M-V/def2-TZVPD", "symbols": ["H", "H", "H", "H", "H", "H", "N", "N", "C", "O", "H", "C", "C", "C", "H", "H", "H"], "positions_angstrom": [[-1.532, 0.920, -0.633], [-0.342, -0.200, -2.499], [2.616, -1.038, 1.606], [0.080, -1.923, -2.381], [2.119, -1.625, 0.004], [-1.571, 2.990, 0.465], [0.170, -0.953, -0.624], [-0.764, 1.129, -0.008], [-0.443, -1.102, -1.880], [0.976, 0.002, 1.152], [-1.644, 1.836, 1.812], [-1.034, 2.173, 0.963], [1.766, -1.283, 0.996], [0.085, 0.049, 0.140], [-0.093, 2.570, 1.343], [-1.498, -1.379, -1.781], [1.166, -2.116, 1.379]], "forces_ev_per_a": [[0.26, 0.00, 0.14], [-0.19, -0.05, -0.12], [0.31, -0.21, 0.59], [-0.32, 0.12, -0.22], [-0.39, 1.05, 0.54], [0.18, -0.22, 0.07], [-0.37, 0.07, -0.23], [0.15, -0.29, 0.00], [-0.41, -0.03, -0.50], [0.43, -0.79, -0.47], [0.14, -0.02, -0.11], [0.13, 0.07, 0.18], [0.19, 0.49, 0.83], [-0.06, -0.59, -0.58], [-0.07, -0.02, 0.03], [-0.15, 0.04, -0.28], [0.17, 0.37, 0.14]], "nbo_charge": [0.39, 0.17, 0.18, 0.20, 0.22, 0.20, -0.60, -0.63, -0.43, -0.52, 0.18, -0.40, -0.26, 0.71, 0.21, 0.18, 0.19], "orbital_gap_ev": 9.36, "e_above_lowest_ev": 2.513, "smiles": "C/N=C(\\NC)OC"}



# 7
{"formula": "C4H10N2O", "method": "ωB97M-V/def2-TZVPD", "symbols": ["H", "C", "H", "C", "H", "N", "H", "H", "H", "C", "H", "H", "O", "C", "H", "N", "H"], "positions_angstrom": [[-0.571, 2.842, 1.307], [0.130, 2.206, 0.755], [0.220, 1.254, 1.340], [1.039, -2.014, -0.871], [-0.496, -1.955, 1.353], [-0.300, 1.845, -0.561], [1.110, 2.684, 0.685], [-0.914, 2.556, -0.950], [-1.648, -0.605, 1.731], [-0.863, -0.978, 1.099], [0.487, -2.923, -0.641], [1.721, -1.805, -0.039], [-1.363, 0.681, -0.450], [-0.755, -0.487, -0.157], [0.456, -0.178, -1.711], [0.119, -0.931, -1.125], [1.628, -2.191, -1.766]], "forces_ev_per_a": [[0.06, 0.05, -0.10], [-0.23, -0.75, 1.20], [0.23, 0.76, -0.40], [-0.11, 0.20, 0.14], [0.31, -0.18, 0.00], [-1.03, -1.57, -0.83], [-0.07, -0.08, 0.03], [-0.04, -0.25, 0.02], [-0.01, 0.35, 0.14], [-0.80, -0.57, -0.67], [-0.02, -0.10, 0.02], [-0.01, 0.01, 0.07], [0.37, 1.94, -0.23], [1.78, 0.25, 0.92], [-0.10, -0.12, 0.09], [-0.37, 0.11, -0.32], [0.04, -0.04, -0.08]], "nbo_charge": [0.18, -0.47, 0.24, -0.41, 0.20, -0.33, 0.21, 0.36, 0.21, -0.60, 0.20, 0.18, -0.43, 0.48, 0.40, -0.63, 0.21], "orbital_gap_ev": 9.10, "e_above_lowest_ev": 3.950, "smiles": "C=C(NC)ONC"}



# 8
{"formula": "C4H10N2O", "method": "ωB97M-V/def2-TZVPD", "symbols": ["H", "O", "C", "C", "H", "H", "C", "H", "H", "N", "H", "H", "H", "H", "H", "N", "C"], "positions_angstrom": [[-0.284, -0.459, 1.267], [-0.511, 0.656, -2.300], [0.500, -0.727, 0.551], [0.006, -1.118, -0.770], [2.281, 0.507, -0.024], [0.795, 1.279, -0.190], [1.340, 0.636, 0.515], [-2.426, -0.653, -0.177], [0.990, 0.848, 2.524], [1.438, 1.363, 1.757], [-0.616, -2.025, -0.730], [1.115, -1.431, 1.114], [-2.977, 0.432, -1.363], [0.723, -1.356, -1.560], [0.787, 2.154, 1.771], [-2.194, -0.053, -0.944], [-0.968, -0.055, -1.442]], "forces_ev_per_a": [[-0.47, -0.36, -0.37], [-0.15, 0.32, -0.39], [1.26, 1.01, 2.55], [-1.14, -0.25, -1.67], [0.45, -0.43, 0.31], [0.31, 0.33, 0.11], [-0.76, 0.86, -1.35], [-0.04, -0.29, 0.05], [1.45, -0.53, 0.49], [-3.05, -1.23, -0.28], [0.05, 0.11, 0.42], [0.04, -0.39, -0.53], [0.39, 0.25, -0.09], [0.41, 0.30, 0.45], [1.01, 0.88, -0.45], [-1.22, 0.11, 0.26], [1.46, -0.67, 0.50]], "lowdin_spin": [0.00, 0.15, 0.05, 0.05, 0.04, 0.01, 0.11, 0.00, 0.02, 0.50, 0.02, 0.00, 0.00, 0.00, 0.01, 0.01, 0.03], "orbital_gap_ev": [11.41, 3.96], "e_above_lowest_ev": 1.589, "charge": 1, "s2": 0.757, "multiplicity": 2}



# 9
{"formula": "C4H10N2O2", "method": "ωB97M-V/def2-TZVPD", "symbols": ["C", "H", "O", "C", "H", "N", "N", "H", "O", "H", "C", "H", "H", "C", "H", "H", "H", "H"], "positions_angstrom": [[0.335, -2.510, -0.173], [-0.593, -2.365, -0.752], [0.987, -1.278, 3.234], [0.266, -1.767, 1.130], [-0.027, 0.746, 0.325], [1.088, -1.855, 2.101], [-1.638, 0.840, -2.485], [-0.824, 0.684, -3.056], [2.156, -2.628, 1.911], [-0.630, -1.145, 1.207], [0.053, 1.011, -0.643], [0.559, -3.491, 0.042], [-2.083, 1.067, -0.493], [-1.362, 0.993, -1.221], [1.202, -2.135, -0.776], [-0.779, 11.433, 1.583], [0.673, 0.374, -1.206], [0.618, 2.025, -0.726]], "forces_ev_per_a": [[0.90, 2.66, -0.18], [0.32, -0.21, 0.27], [-0.59, 0.28, -0.37], [-3.09, 0.88, -1.99], [0.35, -0.95, 3.30], [3.27, -1.54, 1.33], [-1.06, 0.13, 2.64], [0.68, 0.17, 0.05], [-1.07, 0.64, -0.02], [0.48, -0.07, 0.74], [-0.23, 3.16, -3.07], [0.28, -2.58, 0.13], [-2.23, 0.35, 1.19], [3.23, -0.24, -3.94], [-0.55, -0.25, 0.14], [-0.01, 0.07, 0.00], [0.75, -1.20, -0.46], [-1.43, -1.30, 0.23]], "nbo_charge": [-0.64, 0.19, -0.62, -0.16, 0.24, 0.38, -0.65, 0.32, -0.69, 0.15, -0.68, 0.22, 0.16, 0.17, 0.19, -1.00, 0.22, 0.22], "orbital_gap_ev": 3.24, "e_above_lowest_ev": 1.431, "charge": -2}



# 10
{"formula": "C4H10N2O2", "method": "ωB97M-V/def2-TZVPD", "symbols": ["H", "C", "C", "H", "H", "H", "O", "H", "N", "H", "O", "H", "H", "N", "H", "H", "C", "C"], "positions_angstrom": [[-0.522, 2.233, 1.439], [-0.135, 0.790, -0.011], [1.028, -0.164, 0.354], [-1.184, 1.530, -1.688], [0.485, 1.834, -1.929], [0.124, 2.826, -0.016], [-0.971, -3.022, -0.175], [-0.254, 0.145, -2.012], [0.121, 2.097, 0.676], [1.108, -0.054, 1.432], [-0.595, -1.898, 1.723], [1.018, -1.839, -0.972], [1.987, 0.159, -0.055], [0.791, -1.549, -0.035], [-1.030, 0.289, 0.420], [-1.452, -2.281, 1.909], [-0.306, -2.224, 0.430], [-0.214, 1.128, -1.490]], "forces_ev_per_a": [[-0.04, 0.49, -0.08], [1.35, 1.36, 0.48], [-0.18, 0.40, 0.12], [-0.83, 0.50, -0.13], [0.59, -0.31, 0.41], [-0.35, 0.37, 0.38], [0.00, -0.44, -0.41], [0.47, 0.74, -0.26], [0.10, -1.48, 0.02], [0.21, -0.45, 0.15], [0.54, 0.54, -0.26], [0.00, 0.22, -0.09], [-0.16, 0.06, -0.16], [-0.39, -0.22, 0.29], [0.16, 0.50, -0.72], [-0.35, -0.35, 0.07], [0.05, 0.36, 0.50], [-1.18, -2.29, -0.31]], "nbo_charge": [0.37, -0.06, -0.23, 0.22, 0.22, 0.36, -0.64, 0.21, -0.85, 0.22, -0.71, 0.40, 0.21, -0.64, 0.19, 0.50, 0.88, -0.64], "orbital_gap_ev": 10.04, "e_above_lowest_ev": 1.010, "smiles": "C[C@H](N)CNC(=O)O"}



# 11
{"formula": "C4H10N2O2", "method": "ωB97M-V/def2-TZVPD", "symbols": ["H", "H", "H", "H", "N", "H", "H", "H", "C", "O", "H", "C", "C", "O", "C", "H", "H", "N"], "positions_angstrom": [[-1.233, 1.077, 1.105], [0.346, -0.223, -1.616], [-0.933, 2.774, 0.570], [-2.624, -1.146, 0.852], [0.213, 1.304, -0.387], [-0.904, 0.836, -2.064], [1.111, 0.808, -0.106], [2.462, -1.460, 1.354], [-1.446, -0.749, -0.562], [2.284, -0.187, -0.291], [0.186, 1.932, 1.601], [-0.480, 1.807, 0.749], [-0.466, 0.356, -1.177], [-1.267, -1.823, -1.119], [1.963, -1.317, 0.387], [2.139, -2.211, -0.247], [0.868, -1.442, 0.561], [-2.220, -0.335, 0.391]], "forces_ev_per_a": [[-0.56, -0.09, -0.52], [-0.07, -0.08, -0.19], [-0.62, 0.09, -0.29], [0.05, 0.03, 0.25], [-1.41, -1.62, 1.23], [-1.10, -0.16, 0.49], [1.89, 0.17, -0.58], [0.07, 0.17, -0.04], [-1.34, -0.40, 1.19], [-1.23, 0.60, 0.74], [0.56, 0.31, -0.29], [0.74, 0.44, 0.99], [2.37, 0.99, -1.74], [0.48, -0.03, -0.48], [0.07, -0.92, -0.24], [0.15, 0.07, 0.09], [-0.04, 0.15, -0.04], [-0.01, 0.28, -0.58]], "nbo_charge": [0.30, 0.27, 0.25, 0.37, -0.25, 0.29, 0.42, 0.16, 0.59, -0.59, 0.22, -0.49, -0.34, -0.53, -0.27, 0.20, 0.18, -0.76], "orbital_gap_ev": 4.61, "e_above_lowest_ev": 8.607}



# 12
{"formula": "C4H10N2O2", "method": "ωB97M-V/def2-TZVPD", "symbols": ["H", "H", "H", "H", "O", "H", "C", "H", "C", "N", "H", "C", "C", "N", "H", "H", "O", "H"], "positions_angstrom": [[-0.206, -2.341, -1.538], [-2.520, -0.737, 1.735], [2.168, 0.953, 0.359], [-0.376, 1.019, -0.724], [-0.445, -1.619, 1.156], [0.639, -1.505, -2.804], [0.050, -1.335, -1.892], [1.014, 0.865, 1.775], [0.161, 0.293, -0.105], [0.936, -0.606, -0.975], [1.301, 3.080, 1.300], [1.160, 1.199, 0.714], [-0.752, -0.477, 0.790], [-1.994, -0.075, 1.194], [-2.450, 0.715, 0.767], [-0.820, -0.727, -2.176], [0.737, 2.537, 0.753], [1.397, -1.239, -0.329]], "forces_ev_per_a": [[-0.47, 0.36, 0.18], [-0.01, -0.02, -0.06], [-0.10, 0.62, -0.06], [-0.20, -0.24, -0.10], [0.74, 0.91, -0.27], [-0.31, 0.06, -0.02], [1.13, -0.49, -0.66], [0.86, -0.24, -0.65], [1.26, 1.76, -0.62], [-0.92, 0.86, 0.63], [0.30, -0.12, 0.19], [-1.28, -1.76, 2.14], [-1.38, -2.89, 1.24], [0.63, 1.35, -0.80], [-0.03, 0.00, 0.21], [0.17, -0.31, 0.27], [-0.34, 0.43, -1.36], [-0.04, -0.29, -0.27]], "nbo_charge": [0.20, 0.41, 0.19, 0.21, -0.65, 0.20, -0.43, 0.16, -0.17, -0.61, 0.48, -0.05, 0.65, -0.81, 0.39, 0.19, -0.73, 0.37], "orbital_gap_ev": 10.01, "e_above_lowest_ev": 2.030, "smiles": "CN[C@H](CO)C(N)=O"}